C30H38ClCsN8O4 as an isolated structure in a non-equilibrium geometry, computed with the ωB97M-V functional and the def2-TZVPD basis.

Net charge: 0
E_LUMO: -0.074 eV

```
82
Properties=species:S:1:pos:R:3:forces:R:3:mulliken_charge:R:1
Cs -0.344690 1.606379 0.683049 -2.462 -1.053 -0.894 1.62
Cl 6.002557 2.163397 -0.572827 0.016 -0.139 0.045 -0.14
O 3.598115 5.765943 0.923338 -0.112 -0.026 0.022 -0.58
O 1.605968 4.800050 2.139801 0.065 -0.322 -0.072 -0.87
O 0.605843 2.822395 2.445676 1.532 1.616 2.033 -0.76
O 5.208764 4.997952 -0.375799 -0.048 -0.083 -0.100 -0.62
N -1.046033 -0.158446 -4.231695 0.055 -0.037 -0.100 0.19
N -0.553691 0.855257 -2.065663 0.116 0.109 -0.496 -0.03
N -0.089067 -2.568414 2.200594 -0.053 0.102 0.053 0.29
N 3.916013 1.167104 0.809453 0.118 -0.260 -0.017 0.60
N -2.214330 1.602928 -3.496392 -0.022 0.084 0.037 0.01
N -0.477793 -3.805220 0.381577 -0.127 -0.198 -0.060 0.19
N 2.761918 1.524239 1.410953 0.144 0.112 0.111 -0.50
N 0.089428 -1.449870 0.174763 0.021 0.122 -0.080 0.44
C -1.162822 0.754050 -3.183661 -0.187 -0.146 0.089 -0.22
C 3.234470 -1.154334 0.678847 -0.021 0.114 -0.189 0.36
C 0.241997 -1.384982 -1.271365 -0.017 0.027 0.164 -0.83
C -2.873778 2.359066 -2.455635 0.028 -0.100 -0.049 -1.11
C -4.295435 0.415696 2.384890 0.039 0.037 0.032 -0.36
C -0.154959 -1.359315 2.997146 -0.038 -0.061 -0.167 -0.94
C -2.971452 2.690421 3.262406 0.029 0.071 -0.018 -0.56
C -0.753868 -3.765221 2.684623 0.082 0.144 -0.118 -0.62
C -2.810502 1.495178 3.949412 0.004 -0.024 -0.027 -0.31
C -0.139645 -2.529082 0.815731 0.082 -0.049 0.090 -0.55
C -1.940305 0.243224 -5.318002 0.079 -0.064 0.098 -0.63
C -0.031147 -4.387737 -0.870676 -0.050 0.034 0.061 -0.84
C -5.395995 1.678962 0.496467 0.048 -0.013 0.115 -1.66
C 5.852853 -2.027317 0.871657 0.027 0.011 -0.002 -0.70
C 5.579292 -0.666167 0.894803 -0.067 0.082 0.092 -0.65
C -2.997348 1.049328 -4.586751 0.113 0.039 0.161 -0.64
C 2.718209 2.846517 1.378718 0.143 0.107 0.049 -0.02
C 4.830942 -2.956226 0.749553 -0.025 0.013 -0.034 -0.77
C 3.859216 3.384682 0.703621 -0.221 0.061 0.024 -0.26
C 4.264763 -0.229241 0.783708 -0.005 0.131 -0.087 -0.37
C 4.269428 4.792615 0.356334 0.207 -0.113 0.225 0.46
C -3.480513 0.358606 3.509259 -0.012 0.058 -0.092 -0.50
C 4.583652 2.264777 0.358594 -0.097 -0.089 -0.065 0.18
C 1.545610 3.550348 2.058308 0.157 0.444 0.319 0.97
C -0.515544 -4.714686 1.525037 0.013 0.065 -0.116 -0.66
C -3.799109 2.744721 2.144835 0.010 -0.024 0.015 -0.42
C -4.471538 1.612067 1.690032 -0.012 0.003 -0.051 0.95
C 0.218273 -0.743707 -4.645531 -0.112 0.022 0.008 -0.93
C 3.519789 -2.509560 0.655120 -0.034 -0.008 0.075 -0.07
C 0.595669 0.049816 -1.704716 -0.027 -0.265 -0.449 -2.34
H 1.339631 0.015145 -2.499703 0.096 0.068 0.009 0.18
H -1.412657 0.859618 -6.053891 0.038 0.052 -0.009 0.35
H -2.348282 -0.630724 -5.822597 0.009 -0.038 -0.028 0.38
H -0.572938 -5.319891 -1.018829 -0.021 -0.058 0.000 0.34
H -0.675441 -1.673406 -1.798527 0.006 -0.026 -0.006 1.05
H 1.040409 -4.615428 -0.863481 0.061 -0.011 0.002 0.29
H -3.466606 1.717768 -1.788366 0.046 0.024 -0.038 0.43
H 2.699296 -3.215491 0.570789 0.049 0.034 0.012 0.27
H -0.312015 -4.112262 3.616202 0.026 -0.010 0.042 0.38
H 0.656320 -1.356616 -3.862310 -0.030 0.005 -0.015 0.23
H -1.305831 -5.454644 1.405680 -0.016 -0.013 -0.017 0.39
H 5.055945 -4.016003 0.733218 -0.016 0.049 0.001 0.43
H -2.444627 3.580711 3.592169 -0.037 -0.115 -0.065 0.31
H -1.158504 -0.916016 2.991441 0.039 -0.014 -0.025 0.25
H -2.158760 1.449924 4.814900 -0.053 0.004 -0.062 0.37
H -4.808368 -0.477490 2.043055 0.014 0.019 0.023 0.36
H 0.946163 0.011589 -4.958362 0.023 0.020 -0.003 0.33
H -3.434559 1.834970 -5.201033 0.001 0.020 -0.005 0.36
H -2.136144 2.893327 -1.858223 -0.008 -0.052 -0.073 0.28
H 0.440167 -5.240659 1.639390 0.051 0.011 -0.011 0.32
H 0.106492 -1.618971 4.020834 0.018 0.044 0.065 0.41
H -6.440695 1.703575 0.817729 0.045 0.000 -0.007 0.41
H 0.558726 -0.616480 2.639486 0.025 -0.135 -0.018 0.10
H -3.362226 -0.579016 4.039340 -0.021 0.014 0.003 0.48
H 0.018168 -1.395262 -5.493931 -0.006 -0.020 -0.041 0.37
H 1.048710 -2.047628 -1.607831 0.007 0.024 -0.003 0.64
H -3.804697 0.401881 -4.219158 -0.001 -0.016 0.036 0.32
H 6.880187 -2.358769 0.959180 -0.031 0.018 0.008 0.36
H -3.929201 3.685488 1.619863 0.022 -0.021 0.011 0.34
H 2.210936 -0.817778 0.596564 0.015 -0.016 0.088 0.37
H 1.075051 0.546638 -0.856568 0.455 -0.470 -0.601 0.52
H -5.274079 0.805355 -0.147445 0.000 0.031 0.021 0.34
H -3.533567 3.087951 -2.925461 -0.018 0.003 0.029 0.36
H 6.384135 0.037795 1.025021 0.046 0.071 -0.021 0.48
H -1.825709 -3.594871 2.846705 -0.050 0.019 -0.009 0.32
H -0.248330 -3.742121 -1.714988 -0.014 -0.067 0.071 0.29
H -5.212740 2.575079 -0.097786 0.004 -0.027 0.023 0.33
H 2.822464 5.406511 1.477334 -0.152 0.047 -0.018 0.48
```
Forces are in eV/Å.

***

C23H30BBrN6ORe as an isolated structure, computed with the ωB97M-V functional and the def2-TZVPD basis.

<S²>: 0.950
Net charge: +2
E_LUMO (spin up / spin down): -8.911 / -8.056 eV
Multiplicity: 2

```
63
Properties=species:S:1:pos:R:3:forces:R:3:mulliken_charge:R:1
Re 1.606325 -0.783253 1.701093 -0.053 -0.010 0.331 1.22
Br 2.008930 -0.621789 -2.010317 0.052 -0.029 -0.036 -0.13
O 0.833825 0.417520 0.564789 0.251 0.181 -0.467 -0.53
N 3.247547 -1.738704 1.108021 0.038 -0.049 -0.014 -0.05
N 1.785634 -1.909238 3.397687 -0.073 0.116 -0.080 -0.38
N 2.019384 -3.247739 3.272804 0.030 -0.042 0.015 0.35
N 3.327226 -3.097695 1.160601 0.009 0.087 -0.003 0.12
N 0.450389 -2.268608 1.008301 -0.030 -0.120 -0.020 -0.05
N 0.884015 -3.551172 1.076761 -0.057 -0.012 -0.068 -0.12
C 0.559513 0.552675 -1.785680 -0.049 0.003 -0.094 -0.62
C -1.881342 2.512354 -3.910060 0.052 -0.052 0.025 1.72
C -2.988452 1.681173 1.182971 0.005 0.001 0.033 -1.59
C -3.040619 3.435022 -3.540271 -0.016 0.013 0.001 -2.02
C -0.816168 1.515219 2.357606 -0.010 0.014 0.020 -1.81
C -1.119533 -3.570763 0.126126 -0.007 0.040 0.000 -1.21
C -0.954030 1.732233 -0.250571 -0.130 0.118 -0.028 -0.54
C -2.423849 1.350874 -4.759468 -0.014 0.016 -0.005 -1.54
C -0.852536 3.312445 -4.726214 -0.013 0.013 -0.013 -1.58
C 0.149369 0.895782 -0.480999 -0.020 -0.154 0.234 1.39
C -1.514922 2.120200 1.124942 -0.021 -0.006 0.001 1.97
C 2.016508 -3.797636 4.482408 0.003 0.005 -0.008 0.01
C -1.183055 1.936215 -2.685893 -0.022 0.015 -0.118 -0.58
C -1.584402 2.230639 -1.387619 -0.018 0.010 0.169 -0.27
C -1.425355 3.649989 1.265496 0.001 -0.004 0.034 -1.73
C 4.417022 -1.280058 0.600574 -0.033 -0.024 0.013 -0.24
C 4.516743 -3.475008 0.706354 0.030 0.010 -0.011 -0.02
C 5.242445 -2.345042 0.325321 -0.003 -0.040 0.002 -0.99
C -0.765720 -2.270189 0.437424 -0.063 -0.001 -0.015 -0.11
C -0.093111 1.068076 -2.870905 0.074 -0.058 0.052 0.25
C 1.631421 -1.647999 4.719838 -0.005 -0.012 -0.026 -0.12
C 1.776248 -2.810602 5.438686 0.005 -0.011 -0.007 -1.01
C -0.055300 -4.347477 0.559218 0.036 0.027 0.024 -0.11
B 2.179563 -3.869613 1.851722 0.058 -0.026 0.021 -0.03
H -3.151202 0.759757 -4.200531 -0.001 -0.003 0.002 0.37
H 4.788942 -4.518079 0.687176 0.012 -0.003 -0.001 0.49
H -3.587695 2.144399 0.401968 -0.001 0.005 -0.012 0.36
H -3.085357 0.597390 1.084022 0.000 -0.007 -0.002 0.32
H -2.922960 1.754676 -5.640535 -0.001 -0.006 -0.002 0.45
H 2.390063 -5.036306 1.905496 0.009 -0.007 -0.002 -0.02
H 2.186583 -4.855438 4.601281 0.000 -0.016 0.009 0.49
H -0.389957 3.990935 1.219059 0.005 0.000 -0.003 0.41
H -1.300836 -1.348011 0.273711 0.001 -0.004 -0.007 0.50
H -2.708885 4.296884 -2.958194 0.003 0.003 0.003 0.41
H 1.436662 -0.644415 5.063091 -0.005 0.012 0.003 0.48
H 4.574940 -0.223950 0.450625 -0.005 0.002 -0.001 0.50
H -1.985354 4.161387 0.484623 -0.004 -0.003 -0.009 0.33
H -2.025851 -3.908199 -0.343587 -0.008 0.001 -0.006 0.46
H 0.086178 -5.415420 0.540908 0.000 -0.014 0.003 0.50
H 0.217034 1.855084 2.456584 -0.027 0.009 0.005 0.34
H 0.235612 0.805257 -3.865951 0.018 -0.010 0.001 0.48
H -3.494039 3.817298 -4.454172 -0.001 0.001 0.003 0.44
H -2.431230 2.886031 -1.255258 0.002 -0.003 0.022 0.46
H -3.821748 2.911061 -2.985933 -0.003 -0.003 0.003 0.41
H -3.417697 1.971399 2.142509 -0.006 -0.001 0.000 0.48
H -0.440793 4.136910 -4.142391 0.003 0.003 0.004 0.38
H -0.027385 2.690877 -5.074537 0.005 -0.004 0.000 0.34
H -1.341794 3.732089 -5.605423 0.006 0.002 -0.003 0.46
H -0.870237 0.415106 2.371618 -0.017 0.036 0.012 0.23
H 6.235210 -2.316049 -0.087141 0.004 -0.005 -0.002 0.45
H -1.631978 0.686914 -5.106693 0.008 -0.005 0.000 0.34
H -1.843127 3.954417 2.225723 -0.001 0.006 0.000 0.47
H -1.348791 1.854960 3.246036 -0.003 -0.006 0.001 0.53
H 1.722005 -2.934781 6.505184 0.001 -0.004 0.016 0.43
```
Forces are in eV/Å.

***

FeH12O6 as an isolated structure, computed with the ωB97M-V functional and the def2-TZVPD basis.

<S²>: 6.006
Net charge: +2
E_LUMO (spin up / spin down): -7.043 / -7.030 eV
Multiplicity: 5

```
19
Properties=species:S:1:pos:R:3:forces:R:3:mulliken_charge:R:1
Fe 0.008900 0.043284 -0.099779 -0.322 0.073 0.885 0.94
O -0.431590 1.595054 -1.403859 0.221 0.298 -0.184 -0.43
O 0.031750 1.226354 1.668851 -0.134 0.232 -0.040 -0.41
O -2.034070 0.120844 0.261841 -0.368 -0.438 0.039 -0.40
O 0.096770 -1.192516 -1.692449 -0.125 -0.210 -0.602 -0.45
O 0.133490 -1.854176 0.975451 0.019 0.310 -0.019 -0.46
O 2.038950 0.164284 0.087831 0.547 -0.096 -0.231 -0.44
H 2.637600 0.790064 -0.319909 0.241 0.490 -0.246 0.30
H 0.829810 -1.764956 -1.918699 0.530 -0.141 -0.174 0.33
H -0.676000 -1.649686 -2.024209 -0.523 -0.164 -0.294 0.31
H -0.357990 1.570424 -2.357909 0.153 -0.159 -0.549 0.29
H 0.371750 2.121054 1.656621 0.275 0.449 -0.001 0.31
H -0.092630 1.029554 2.597311 -0.150 -0.267 0.439 0.28
H 0.851570 -2.460366 0.793441 0.238 -0.413 -0.113 0.32
H -0.681060 2.497664 -1.205619 -0.192 0.431 0.219 0.29
H -0.108540 -2.034666 1.883791 -0.298 -0.089 0.481 0.30
H -2.700360 -0.546216 0.096541 -0.274 -0.456 -0.047 0.30
H -2.525610 0.876294 0.584211 -0.079 0.487 0.153 0.30
H 2.607260 -0.532286 0.416541 0.240 -0.337 0.288 0.31
```
Forces are in eV/Å.

***

Energy relative to the best compared isomer or geometry (same formula, charge and spin) / kcal per mole: 28.1; 0.2; 11.1